(1)
20
Properties=species:S:1:pos:R:3:nbo_charge:R:1 method="wB97M-V/def2-TZVPD" lumo_ha=0.12505 homo_ev=-2.50 e_tot_ha=-365.7363 max_force_ev_per_a=3.82 e_above_lowest_kcal_mol=26.6 charge=-1 multiplicity=1
C 0.113 -0.636 3.521 -0.6375
C 0.449 -0.915 2.093 -0.2562
C -0.189 -0.286 1.099 -0.1345
C 0.141 -0.460 -0.339 -0.4874
C -0.061 0.675 -1.333 -0.0548
N -1.456 1.164 -1.620 -0.8749
C 0.652 0.373 -2.810 -0.0302
O 0.037 1.048 -3.823 -0.9647
H 0.528 0.297 3.981 0.2020
H 0.415 -1.409 4.255 0.1956
H -0.975 -0.489 3.689 0.2066
H 1.339 -1.542 1.985 0.1939
H -1.068 0.537 1.251 0.2113
H 1.256 -0.585 -0.536 0.2170
H -0.441 -1.317 -0.723 0.2001
H 0.498 1.605 -0.812 0.1262
H -1.925 0.327 -1.803 0.3261
H -1.428 1.708 -2.443 0.3957
H 0.436 -0.760 -2.903 0.0581
H 1.679 0.666 -2.730 0.1078

=====

(2)
74
Properties=species:S:1:pos:R:3:lowdin_charge:R:1 method="wB97M-V/def2-TZVPD" lumo_ha="-0.21705 / -0.21696" homo_ev="-9.66 / -9.67" e_tot_ha=-5356.3849 max_force_ev_per_a=2.27 charge=+1 multiplicity=1
Sn 0.183 1.529 2.112 0.8929
O 0.987 -2.897 3.463 0.0940
C 0.712 -1.720 3.345 -0.5004
N 1.246 -0.869 2.406 0.0558
C 1.859 -1.253 1.315 -0.2205
C 1.881 -2.579 0.791 -0.0049
C 2.595 -2.874 -0.325 -0.0276
C 3.287 -1.863 -1.047 -0.0336
C 3.246 -0.570 -0.642 -0.0009
C 2.590 -0.206 0.575 -0.2101
N 2.596 0.996 1.080 0.0996
C 3.375 2.023 0.628 -0.4228
O 4.509 1.886 0.218 0.1134
C 2.794 3.395 0.811 -0.1920
C 3.565 4.472 0.381 0.0249
C 3.088 5.755 0.588 -0.0223
C 1.866 5.920 1.222 -0.0234
C 1.164 4.790 1.603 -0.1327
N 1.612 3.560 1.398 -0.0189
C -0.138 -1.041 4.377 -0.2293
C -0.655 -1.822 5.408 0.0221
C -1.369 -1.212 6.425 -0.0271
C -1.526 0.165 6.392 -0.0294
C -0.995 0.860 5.318 -0.1503
N -0.326 0.276 4.334 -0.0188
H 1.351 -3.348 1.330 0.1039
H 2.637 -3.888 -0.692 0.1168
H 3.847 -2.140 -1.929 0.1165
H 3.764 0.202 -1.188 0.1136
H 4.514 4.284 -0.096 0.1256
H 3.657 6.611 0.263 0.1184
H 1.460 6.901 1.408 0.1153
H 0.203 4.865 2.093 0.0830
H -0.487 -2.888 5.391 0.1242
H -1.787 -1.798 7.228 0.1162
H -2.054 0.691 7.170 0.1125
H -1.113 1.934 5.235 0.0935
I -2.335 2.635 2.123 0.1409
C -4.611 -0.544 2.032 -0.0555
N -4.391 -1.930 1.729 -0.1254
C -5.339 -2.907 1.757 -0.0380
C -4.728 -4.079 1.436 -0.0365
N -3.414 -3.807 1.214 -0.1289
C -2.393 -4.754 0.867 -0.0368
C -3.212 -2.486 1.386 -0.6692
Se -1.585 -1.640 1.200 0.7205
H -5.608 -0.424 2.446 0.0980
H -4.517 0.077 1.140 0.0838
H -3.875 -0.197 2.757 0.0482
H -6.361 -2.704 2.004 0.1251
H -5.135 -5.066 1.355 0.1249
H -2.830 -5.748 0.818 0.0969
H -1.601 -4.740 1.619 0.0893
H -1.956 -4.496 -0.099 0.0807
F 1.210 2.073 -2.957 0.1249
C 0.827 1.437 -4.075 -0.1171
C 1.295 1.871 -5.281 -0.1161
F 2.106 2.925 -5.317 0.1467
C 0.951 1.216 -6.509 -0.0064
C 0.062 0.099 -6.378 -0.1157
C -0.394 -0.333 -5.165 -0.1198
F -1.205 -1.391 -5.112 0.1421
C -0.034 0.307 -3.941 -0.0004
C -0.480 -0.140 -2.694 -0.1021
C -0.209 0.495 -1.482 -0.1375
N -0.061 0.930 -0.425 0.1556
C -1.251 -1.302 -2.474 -0.1907
N -1.845 -2.239 -2.181 0.2271
F -0.322 -0.550 -7.473 0.1506
C 1.466 1.614 -7.741 -0.0996
C 2.381 2.673 -7.910 -0.1599
N 3.141 3.508 -8.114 0.2398
C 1.158 0.976 -8.962 -0.1594
N 0.954 0.492 -9.981 0.2425

=====

(3)
16
Properties=species:S:1:pos:R:3:nbo_charge:R:1 method="wB97M-V/def2-TZVPD" lumo_ha=0.13541 homo_ev=-5.08 e_tot_ha=-2956.1926 max_force_ev_per_a=4.08 e_above_lowest_kcal_mol=93.1 charge=-1 multiplicity=1
Br -18.386 31.788 -13.676 -0.6338
O -19.242 30.230 -11.407 -0.9688
H -18.914 30.586 -12.233 0.4506
H -19.993 29.693 -11.658 0.4453
O -19.783 32.789 -11.688 -0.9747
H -20.566 32.413 -12.090 0.4456
H -19.055 32.414 -12.184 0.4203
O -18.413 33.639 -15.702 -0.9741
H -17.523 33.870 -15.970 0.4460
H -18.309 32.830 -15.200 0.4396
O -16.397 30.916 -15.436 -0.9772
H -16.897 31.578 -15.913 0.4498
H -16.636 31.049 -14.519 0.4619
O -15.947 31.846 -13.093 -0.9567
H -16.660 32.479 -13.178 0.4680
H -16.386 31.001 -13.006 0.4583

=====

(4)
15
Properties=species:S:1:pos:R:3:nbo_charge:R:1 method="wB97M-V/def2-TZVPD" lumo_ha=0.02675 homo_ev=-9.48 e_tot_ha=-379.0220 max_force_ev_per_a=5.98 e_above_lowest_kcal_mol=74.7 multiplicity=1
C 0.275 -1.657 0.582 -0.2691
C 0.211 -0.206 1.206 -0.1093
C -0.368 1.329 -0.490 0.8718
H 2.180 -1.412 -0.219 0.3346
H 0.653 -0.601 -1.288 0.3459
H -0.793 -1.970 0.353 0.1994
H 0.818 -2.348 1.259 0.2017
H 1.164 0.317 1.017 0.2342
H -0.233 -0.222 2.331 0.2017
H -2.323 1.862 -1.008 0.3964
H -1.172 2.573 -1.780 0.3834
N 1.022 -1.683 -0.646 -0.7820
N -1.365 1.707 -1.384 -0.8290
O -0.880 0.611 0.524 -0.5342
O 0.810 1.699 -0.458 -0.6455